Density functional theory data (ωB97M-V with the def2-TZVPD basis set) for 2 unconnected molecules or ions with the total composition C13H22Cl2FNOP at a distorted geometry.

Summary:
**Max |F|**: 1.314 eV/A
**E_tot**: -2000.113811 Eh
**Total charge**: -1

XYZ file:
```
41
Properties=species:S:1:pos:R:3:mulliken_charge:R:1
H -3.420 3.724 -1.243 0.35
H 4.469 2.407 1.859 0.48
C 1.894 0.876 0.212 -1.85
C -0.664 -2.077 1.297 0.31
Cl -1.013 -4.358 -3.520 -0.20
H 1.023 -1.639 0.255 0.56
C -2.139 1.135 0.499 -0.65
C -3.109 1.890 -0.137 -0.56
H 3.610 1.671 -1.527 0.39
H 4.725 1.313 -0.232 0.36
Cl -4.396 -4.294 -3.082 -0.20
H -2.047 -3.419 -1.618 0.17
O -0.324 -2.670 2.257 -0.56
H -4.142 1.574 -0.172 0.40
C -1.895 -4.436 -1.969 -0.26
C 3.966 2.024 -0.563 -1.69
H -3.054 -6.154 -2.556 0.33
H -1.251 -4.953 -1.262 0.28
C -0.809 1.563 0.517 0.16
C 2.832 2.051 0.489 1.30
C 0.088 -1.139 0.493 -0.85
H 0.814 1.761 2.254 0.03
H 4.460 2.990 -0.655 0.42
H 2.526 -0.019 0.202 0.69
H 1.448 -0.243 2.323 0.16
P 0.522 0.539 1.506 -0.16
H -0.414 -0.930 -0.448 0.40
H 1.491 0.981 -0.796 0.45
H -2.395 0.212 0.998 0.26
H -0.544 0.213 2.475 0.25
H -3.635 -5.311 -1.110 0.31
F -1.974 -2.229 0.906 -0.28
C -3.198 -5.179 -2.097 -0.41
H 3.470 0.981 2.276 0.29
H 2.294 2.985 0.347 0.16
N -0.428 2.704 -0.076 -0.11
C -1.374 3.431 -0.679 -0.41
H 2.899 2.601 2.588 0.38
C 3.462 1.993 1.885 -1.60
C -2.714 3.079 -0.741 -0.40
H -1.052 4.351 -1.153 0.34
```